Entry 1:
Here is a structure of composition C52H65AsClIN2O6SeSn from OMol25. Energies are from ωB97M-V/def2-TZVPD.

```
130
Properties=species:S:1:pos:R:3:forces:R:3:mulliken_charge:R:1
I 1.0728 -3.3341 4.5318 0.1423 0.0624 -0.0145 0.06
Sn -0.9382 0.1354 1.2892 0.3733 0.0398 -0.6390 1.20
Se 1.3992 -1.8298 -0.0134 0.0774 -0.0297 0.0803 -0.04
As -3.7277 -2.2928 2.0395 -0.2210 -0.1834 0.2470 0.65
Cl -4.8920 7.1026 1.3085 -0.0029 0.0246 -0.0068 -0.30
O -1.5913 -1.3346 -0.4798 -0.3241 0.7106 0.1741 -0.07
O -2.8702 1.6041 1.1161 0.2124 -0.4004 -0.2665 1.00
O -1.6450 0.1733 3.9379 0.4596 0.2033 0.2774 -0.68
O -0.4838 2.6691 2.1673 0.0172 0.0516 0.0361 -0.45
O 1.7615 2.4684 7.6364 0.0436 0.1005 -0.0485 -0.56
O 0.5557 1.1241 -0.1266 -0.3620 0.2621 -0.0744 -0.49
N 1.2731 -0.2069 4.2159 -0.3538 -0.0447 -0.1791 0.01
N -2.3966 3.0949 5.8033 -0.0972 -0.1554 -0.1033 -0.72
C 3.3909 -0.6061 -1.6300 -0.0402 -0.0216 0.0282 0.41
C -5.0432 -0.8753 1.7083 0.0008 0.1727 0.0236 -0.24
C -1.2531 -3.1818 -3.5734 0.0674 -0.0045 -0.0048 -0.58
C 4.0407 0.4075 -2.3157 0.0750 0.0268 -0.0777 -0.69
C -1.3923 1.1646 4.6796 -0.0116 -0.2580 0.0824 0.62
C -1.1668 3.4626 6.2353 0.0387 0.0967 0.0729 -1.32
C 1.6616 3.7249 -3.3854 0.0666 0.0123 0.0118 -1.84
C -0.4619 -5.9105 -4.5981 0.0429 0.0195 0.0046 -1.68
C -2.4847 3.8922 1.6952 -0.2112 -0.1365 -0.1733 1.40
C 1.6847 3.3782 -1.8859 0.0596 0.0286 0.0156 2.70
C 2.6359 4.3431 -1.1572 -0.0389 -0.0107 -0.0043 -1.74
C 5.1099 -1.8751 3.8739 0.0277 -0.0306 -0.0750 -0.51
C 2.2043 1.9389 -1.6969 -0.1375 -0.1027 0.1770 -0.24
C -4.2508 5.4694 1.2477 -0.0782 0.0272 -0.0196 0.05
C 0.2733 3.6376 -1.3649 -0.0821 -0.0758 -0.1071 -2.34
C 0.7933 -3.3002 -2.3842 -0.1358 0.0189 -0.0033 0.18
C -3.7487 -1.9950 -4.2827 0.0270 -0.0337 0.0472 -2.49
C 0.5267 -4.7379 -4.4968 -0.0021 0.0463 -0.0087 2.08
C -3.0053 5.1957 1.7377 0.0513 -0.0435 0.0009 -0.97
C -4.1700 -2.2975 -1.8483 0.0146 0.0615 -0.0462 -1.56
C -3.2539 2.8141 1.1495 -0.0457 0.1776 -0.0148 -0.43
C 1.2737 3.2482 6.5323 -0.0206 -0.1022 0.0549 -1.12
C 4.9337 -0.5107 3.6982 0.0181 0.0246 0.0904 -0.84
C 6.4311 1.1452 -2.3890 -0.0393 -0.0531 -0.0037 -1.67
C 5.3784 0.2242 -3.0283 0.0666 0.0403 -0.0135 1.94
C -3.1387 -0.1741 -2.7220 0.0183 -0.0456 -0.0148 -1.87
C -4.9965 -3.8054 1.8218 0.0709 0.0474 -0.0438 -1.18
C -0.0317 2.7466 5.9770 0.0017 0.0638 0.0049 1.29
C 1.5864 0.9185 -0.8914 0.1419 -0.1881 -0.0027 0.55
C 3.6762 0.0561 3.8292 -0.0355 0.0168 -0.0924 0.27
C -1.1427 3.6956 2.1858 0.2892 -0.0684 0.1256 -0.68
C -4.5485 3.1698 0.6383 -0.0365 -0.0921 -0.0171 -0.73
C 2.7497 -2.1149 4.2169 -0.2840 -0.0412 0.0265 -0.40
C 5.2406 0.5801 -4.5164 0.0157 -0.0298 0.0281 -1.65
C -2.5121 2.0065 5.0884 -0.0971 0.4305 -0.0111 0.13
C 2.2073 -0.3619 -0.9551 -0.1104 0.0479 0.1785 -0.76
C 1.8955 -5.3120 -4.1235 -0.0543 0.0534 0.0057 -2.05
C 5.8913 -1.2136 -2.9264 -0.0587 0.0450 0.0145 -2.05
C 1.1164 0.8549 4.9165 0.0875 -0.1946 0.1989 -1.29
C -1.8090 -2.3051 -2.6582 -0.1206 0.0255 -0.0401 -0.44
C 4.0062 -2.6829 4.1203 0.0755 0.0647 -0.0084 -0.39
C -0.1058 1.5621 5.1938 -0.2914 -0.0338 -0.3099 1.29
C -3.8707 1.6327 4.5744 0.0695 -0.0539 -0.0218 -0.21
C -3.2007 -1.7036 -2.8825 0.0219 0.0074 0.1262 2.87
C 3.4072 1.6473 -2.3277 -0.0432 -0.0554 -0.0077 -0.37
C 0.6477 -4.0517 -5.8660 0.0163 -0.0662 0.0143 -1.62
C -5.0329 4.4481 0.6857 0.1700 0.0037 0.0660 -0.65
C 0.0295 -3.7345 -3.4573 0.0312 0.0409 0.0071 -0.57
C 0.2641 -2.4306 -1.4395 0.1501 -0.0782 0.0956 -0.80
C -3.8407 -2.2332 4.0003 0.0536 0.1051 0.1034 -0.68
C -1.0738 -1.9758 -1.4686 0.2330 -0.1633 -0.0961 0.67
C 2.5517 -0.7308 4.1095 0.2176 -0.0773 -0.0990 0.07
H -4.8684 -2.0735 4.3363 -0.0176 -0.0473 -0.0375 0.34
H 6.1860 0.4088 -5.0432 -0.0187 0.0225 0.0102 0.47
H -1.4389 -5.5790 -4.9539 0.0075 -0.0099 0.0234 0.29
H 5.2083 -1.9131 -3.4146 0.0192 -0.0035 0.0395 0.26
H 1.2771 4.7404 -3.5206 0.0004 -0.0134 -0.0091 0.47
H -5.1388 2.3701 0.2052 0.0283 0.0134 0.0198 0.38
H -3.8034 1.4086 3.5082 -0.0269 0.0025 0.0517 -0.39
H -1.1264 4.3873 6.8045 0.0625 -0.0609 0.0245 0.26
H 2.0324 3.2942 5.7438 0.0514 0.0377 0.0407 0.30
H -0.0878 -6.6742 -5.2892 -0.0194 0.0299 -0.0004 0.47
H 2.1855 -6.0781 -4.8485 0.0096 0.0187 0.0029 0.44
H -5.2296 -0.7623 0.6399 0.0393 -0.0571 -0.0031 0.21
H -0.5988 -6.3658 -3.6148 -0.0115 -0.0224 -0.0333 0.34
H 3.5339 1.1186 3.6653 -0.0028 -0.0522 -0.0094 0.38
H 1.8179 -3.6232 -2.2462 -0.0311 -0.0355 -0.0239 0.30
H 4.1260 -3.7537 4.2191 -0.0372 0.0099 0.0204 0.38
H -1.8432 -3.4611 -4.4396 0.0124 0.0267 0.0261 0.31
H -3.4599 -3.1625 4.4280 -0.0109 -0.0284 -0.0636 0.39
H -4.5668 2.4520 4.7435 0.0071 0.0138 0.0514 0.38
H -5.8835 -3.6599 2.4427 0.0149 0.0366 -0.0064 0.36
H -4.2405 0.7283 5.0675 0.0080 0.0027 -0.0436 0.22
H 4.9635 1.6278 -4.6466 -0.0128 -0.0206 -0.0207 0.32
H 5.7800 0.1173 3.4455 -0.0120 0.0049 0.0423 0.36
H -4.1126 0.2718 -2.9519 0.0181 -0.0256 0.0082 0.50
H 1.1412 4.2554 6.9248 -0.0311 0.0169 -0.0039 0.38
H -5.2981 -3.8881 0.7766 0.0164 0.0184 -0.0017 0.29
H 6.8671 -1.2907 -3.4144 -0.0143 -0.0129 -0.0026 0.47
H 0.2169 3.4685 -0.3022 -0.0815 -0.0597 0.3132 0.19
H 2.6638 -4.5355 -4.1243 -0.0042 -0.0318 0.0330 0.26
H 3.6641 4.2338 -1.5115 -0.0206 0.0161 0.0223 0.30
H -5.1797 -1.8918 -1.9836 0.0312 -0.0003 0.0201 0.47
H -4.5083 -4.7367 2.1125 0.0166 0.0126 -0.0014 0.38
H -0.6787 4.6118 2.6094 -0.0112 -0.0080 0.0070 0.01
H 1.0057 3.0330 -3.9185 0.0208 0.0175 -0.0091 0.38
H 6.0066 -1.5135 -1.8824 0.0076 -0.0310 -0.0456 0.36
H -3.2083 -1.4121 4.3448 -0.0269 -0.0423 -0.0568 -0.26
H -3.0531 -1.6652 -5.0591 -0.0270 -0.0168 0.0006 0.43
H -2.3989 5.9906 2.1587 -0.0069 -0.0223 0.0211 0.36
H -3.8151 -2.0598 -0.8468 -0.0185 -0.0215 0.0135 -0.24
H 1.8663 -5.7683 -3.1314 0.0433 -0.0045 -0.0322 0.41
H 4.4664 -0.0337 -4.9818 0.0133 0.0133 -0.0055 0.31
H 0.9976 -4.7589 -6.6274 -0.0226 0.0271 0.0096 0.46
H -2.8585 0.0957 -1.7072 0.0056 0.0306 0.0074 0.15
H -4.2129 -3.3857 -1.9542 -0.0305 0.0208 -0.0008 0.36
H 2.6519 3.6775 -3.8436 -0.0678 0.0189 -0.0152 0.33
H -0.0019 4.6778 -1.5766 0.0156 -0.0615 -0.0351 0.59
H -0.3144 -3.6468 -6.1865 0.0221 -0.0058 -0.0057 0.30
H 6.1279 2.1921 -2.4507 0.0158 -0.0144 0.0002 0.29
H -2.3948 0.2450 -3.4057 -0.0440 0.0128 -0.0071 0.37
H 2.6188 4.1378 -0.0840 0.0279 0.0149 -0.0301 0.29
H 3.7854 -1.6144 -1.5995 0.0233 0.0492 0.0124 0.36
H 1.6226 1.5418 7.4171 -0.0562 -0.0123 0.0263 0.44
H 6.5537 0.8941 -1.3328 0.0191 0.0233 -0.0227 0.33
H -6.0123 4.6843 0.2880 -0.0021 -0.0081 0.0170 0.41
H 2.0129 1.2412 5.4235 -0.0433 0.0933 -0.0480 0.51
H 3.8892 2.4536 -2.8726 0.0004 -0.0431 0.0202 0.21
H 6.0953 -2.3174 3.7913 -0.0256 -0.0044 -0.0430 0.36
H -4.6864 -1.4495 -4.4172 -0.0106 -0.0369 0.0118 0.47
H 1.3573 -3.2236 -5.8064 -0.0181 -0.0078 -0.0226 0.31
H -3.9560 -3.0598 -4.4241 0.0201 0.0276 -0.0415 0.38
H 2.3243 5.3813 -1.3159 -0.0035 -0.0221 0.0128 0.46
H -5.9842 -1.0759 2.2258 0.0256 -0.0593 0.0265 0.58
H -4.6193 0.0633 2.0675 -0.0264 -0.0527 -0.0642 -0.47
H 7.3985 1.0336 -2.8914 -0.0166 0.0214 0.0143 0.47
H -0.4553 2.9776 -1.8391 -0.0027 0.0170 0.0244 0.33
```
Positions in Å, forces in eV/Å.

## Properties
HOMO level = -2.4 eV
ΔE to the lowest compared entry with this formula, charge and spin = 27.4 kcal/mol
charge = -2
Kohn-Sham gap = 6.162 eV


Entry 2:
Here is a structure of composition C22H35NO4P2Ti from OMol25. Energies are from ωB97M-V/def2-TZVPD.

```
65
Properties=species:S:1:pos:R:3:forces:R:3:mulliken_charge:R:1
Ti -0.0370 -0.1186 0.0001 -0.9313 0.7350 -0.0912 0.41
P -5.7247 -2.4562 0.1316 -0.8433 -0.7865 -0.2991 1.16
P -3.9266 -4.5781 1.5476 -0.8802 -0.6809 0.4380 0.98
O 1.4172 0.4040 1.3449 2.7914 0.0346 -0.3406 -0.77
O 7.9336 3.1535 1.0608 -1.3078 -1.5911 -1.6211 -0.57
O 8.1661 2.2695 -0.9274 -1.7198 0.0180 1.9715 -0.57
O 1.8300 -0.3463 -0.6755 2.4346 0.2780 0.8957 -0.74
N 7.5092 2.4224 0.1317 3.5895 1.7013 -0.2884 0.91
C -3.5575 -5.9806 0.4036 0.2425 0.0117 -0.0060 -1.48
C -3.6177 -5.3881 3.1661 0.2881 -0.2120 0.0839 -1.40
C -0.0961 1.8917 -0.6969 0.1088 0.5987 -0.2231 -1.37
C 2.3062 0.1848 0.4246 -3.1048 -0.4258 -0.6136 1.40
C -5.7894 -4.8530 1.5988 0.3313 0.1399 -0.0392 -1.22
C -2.8496 -0.8134 1.0788 -0.5582 -0.8723 0.6454 0.76
C -2.0976 -1.8437 -1.7551 0.1252 -0.7940 -0.4084 -0.98
C -6.4736 -4.1520 0.4289 0.1213 0.3167 -0.0759 -1.22
C -6.7039 -2.0975 -1.3726 -0.2301 0.2897 -0.0763 -1.40
C -2.3070 0.0312 -0.0288 -0.0400 0.2038 -0.6972 -0.70
C -6.7223 -1.5712 1.4009 0.0234 0.2538 -0.0067 -1.48
C 5.4977 1.9140 1.4588 0.5440 0.1873 -0.3554 -0.41
C -1.7793 -1.4563 2.0045 -0.5884 0.4136 0.5024 -0.96
C -1.5454 -2.8962 -0.7557 -0.8450 -0.3506 -0.6540 0.40
C -0.4953 -1.8740 1.3490 -0.1386 -1.3430 -0.3968 -0.12
C 4.2229 1.3709 1.5531 -0.0716 -0.3981 -0.4741 -0.45
C 6.2585 1.7474 0.2844 -2.1364 -0.9728 0.0982 0.00
C 5.7515 0.9658 -0.7709 0.5242 0.4361 0.2841 -0.44
C -0.3843 -2.4382 0.0789 -0.0175 -0.3095 1.2364 -0.68
C 3.7091 0.6260 0.4729 0.6008 0.4163 0.0234 0.03
C -1.9558 -0.4276 -1.2994 -0.4790 0.5488 0.0243 -0.09
C 4.4848 0.4125 -0.6758 0.1138 0.0614 0.3038 -0.44
H -1.1057 2.1386 -1.0624 0.4607 0.3033 0.0394 0.39
H 0.6261 2.0317 -1.5308 -0.3780 -0.0209 0.3372 0.30
H -3.4858 -0.1839 1.7310 0.2084 -0.2385 -0.3311 0.68
H -4.0867 -6.8928 0.7159 0.1588 0.2078 -0.0957 0.45
H -4.0801 -4.7830 3.9584 0.1666 -0.1606 -0.1767 0.38
H 0.5744 -2.8915 -0.1884 -0.0851 0.3612 0.1217 0.48
H 3.6190 1.5309 2.4466 0.1252 -0.0609 -0.3123 0.44
H -1.5625 -1.9711 -2.7125 -0.1595 0.1892 0.3248 0.44
H -4.0367 -6.4048 3.1918 0.1298 0.2281 0.0955 0.40
H -2.4759 -6.1651 0.4129 -0.2009 -0.0338 -0.1149 0.39
H 6.3454 0.8250 -1.6676 -0.0416 0.0849 0.1659 0.45
H -2.5362 -5.4293 3.3418 -0.2037 -0.0823 0.1195 0.38
H -6.6052 -0.4908 1.2529 -0.0691 -0.1587 0.1351 0.38
H -1.5320 -0.7139 2.7842 0.0231 -0.2847 -0.1589 0.46
H -1.8602 0.3095 -2.1057 0.0465 -0.1854 0.3966 0.43
H -5.9800 -5.9390 1.5706 -0.0024 0.3262 0.2142 0.50
H -7.7848 -1.8392 1.3103 0.2254 0.1105 0.0628 0.43
H -1.2185 -3.7687 -1.3543 -0.1272 0.3180 0.3321 0.69
H 0.1966 2.5954 0.1077 -0.2512 -0.1046 -0.3162 0.31
H -7.7784 -2.2261 -1.1791 0.1837 0.0652 -0.1900 0.40
H -3.8551 -5.7203 -0.6214 0.1009 -0.0560 0.2289 0.35
H -6.3479 -4.7289 -0.5018 -0.0823 0.1318 0.2725 0.41
H -6.3899 -2.7819 -2.1720 -0.0802 0.2104 0.1587 0.36
H 5.9197 2.4995 2.2685 -0.0956 -0.0488 -0.1241 0.46
H -3.5211 -1.6074 0.6912 0.6188 0.5307 0.1751 -1.51
H -2.4372 1.1078 0.1046 0.1595 -0.2808 -0.1246 0.46
H -3.1559 -2.0909 -1.9746 0.2906 0.1506 0.1082 0.26
H -2.3830 -3.2590 -0.1285 0.5666 0.2866 -0.1256 -1.14
H -6.5037 -1.0674 -1.6899 -0.1391 -0.1914 -0.0737 0.39
H 4.0939 -0.1694 -1.5085 -0.0430 0.1868 0.3041 0.43
H -2.2534 -2.3088 2.5320 0.2650 0.2668 -0.1740 0.23
H -6.1519 -4.4531 2.5600 0.0765 -0.1371 -0.2821 0.43
H -7.5500 -4.0141 0.6249 0.2432 -0.1876 -0.2399 0.54
H -6.3687 -1.8215 2.4097 -0.0592 0.0726 -0.2212 0.33
H 0.3397 -1.9880 2.0458 0.0218 0.2932 -0.3714 0.67
```
Positions in Å, forces in eV/Å.

## Properties
HOMO level (alpha / beta) = -6.5 / -8.0 eV
ΔE to the lowest compared entry with this formula, charge and spin = 0.0 kcal/mol
charge = 0
Kohn-Sham gap (alpha / beta) = 5.104 / 6.628 eV
spin multiplicity = 3


Entry 3:
Here is a structure of composition C17H15AuBrN4O3S2 from OMol25. Energies are from ωB97M-V/def2-TZVPD.

```
43
Properties=species:S:1:pos:R:3:forces:R:3:mulliken_charge:R:1
Au 1.3069 1.1968 -0.1003 0.8380 0.0919 -0.3087 0.74
Br 6.4302 -3.9551 -1.9734 0.0168 -0.0152 -0.0117 -0.14
S 0.8607 3.0987 1.0546 -0.3952 0.0927 -0.0586 -0.30
S 0.7161 2.0377 -2.1619 -0.4342 0.3215 0.2858 -0.31
O -1.1126 0.9289 0.5982 -0.1631 -0.2264 0.1019 -0.51
O 2.2071 -0.5526 -0.8502 0.0324 -0.1658 -0.0153 -0.71
O 2.5588 0.0556 1.2152 -0.0519 -0.1301 0.1017 -0.68
N -0.8134 -0.1328 -2.2280 0.0574 -0.0611 0.0229 0.16
N -1.9777 1.8730 -2.1472 0.0098 -0.0180 -0.1553 -0.38
N -1.3133 1.5984 1.7100 0.0498 -0.0061 -0.2248 0.20
N 5.0233 -3.2826 1.8283 -0.0250 0.0514 -0.2338 -0.56
C -4.3805 1.9579 -2.1251 0.0465 0.0270 0.0255 -1.19
C -2.6415 1.9336 3.6502 -0.0127 0.0091 0.0096 -0.71
C -0.4807 2.5996 2.0702 0.1526 0.0355 0.0369 0.69
C -3.1195 1.1668 -2.1469 -0.0199 0.0930 -0.0311 0.94
C 3.8484 -1.7794 0.3915 0.0373 -0.0027 -0.0371 0.19
C -0.7139 3.2820 3.2618 0.0011 0.0414 0.0196 -0.82
C -1.7534 -2.3722 -2.2957 0.0025 0.0268 0.0414 -1.47
C 5.4537 -3.2540 -0.5271 0.0300 -0.0111 -0.0339 -0.01
C -2.3748 1.2695 2.4830 0.0281 0.0043 0.0135 -0.16
C 4.5262 -2.2551 -0.7250 -0.0767 -0.0063 -0.0402 -0.32
C 4.1357 -2.3114 1.6427 0.0890 -0.0305 0.1575 -0.32
C 2.8414 -0.7229 0.2546 -0.1790 -0.0500 0.1456 1.09
C -3.1236 -0.2277 -2.1724 -0.0570 -0.0398 -0.0061 -0.89
C -0.8468 1.2223 -2.1699 0.0254 0.0508 0.0291 0.09
C -1.7943 2.9619 4.0524 -0.0015 0.0298 -0.0007 -0.21
C -1.9248 -0.8938 -2.2245 0.0697 -0.0242 0.0490 0.98
C 5.6672 -3.7425 0.7571 -0.0303 0.0014 0.1892 -0.12
H 3.6265 -1.9382 2.5232 -0.0156 -0.0079 -0.0103 0.46
H -0.0245 4.0657 3.5443 -0.0062 -0.0069 0.0040 0.39
H -1.1943 -2.6449 -3.1923 -0.0097 0.0053 -0.0019 0.37
H -5.2654 1.3275 -2.1120 0.0036 -0.0038 0.0003 0.37
H -4.3751 2.6100 -1.2503 -0.0073 -0.0137 -0.0025 0.31
H 4.3407 -1.8430 -1.7076 -0.0292 -0.0260 0.0026 0.50
H -4.0496 -0.7835 -2.1669 0.0023 0.0137 -0.0100 0.38
H -2.7194 -2.8678 -2.3214 -0.0012 -0.0049 0.0049 0.39
H -2.9640 0.4560 2.0907 0.0187 -0.0164 -0.0060 0.44
H -1.9735 3.5000 4.9725 0.0036 -0.0142 -0.0030 0.40
H 0.1041 -0.5697 -2.2356 0.0090 -0.0364 -0.0507 0.23
H 6.3897 -4.5323 0.9246 0.0055 0.0046 -0.0031 0.39
H -3.4996 1.6412 4.2370 0.0074 0.0033 0.0023 0.40
H -1.1949 -2.7314 -1.4292 -0.0113 0.0207 0.0040 0.36
H -4.4056 2.6100 -2.9993 -0.0094 -0.0069 -0.0028 0.33
```
Positions in Å, forces in eV/Å.

## Properties
HOMO level = -11.4 eV
ΔE to the lowest compared entry with this formula, charge and spin = 2.0 kcal/mol
charge = +1
Kohn-Sham gap = 6.377 eV


Entry 4:
Here is the molecule C5H9N from OMol25. Energies are from ωB97M-V/def2-TZVPD.

```
15
Properties=species:S:1:pos:R:3:forces:R:3:mulliken_charge:R:1
N 0.3670 0.4145 1.4552 -1.2732 0.7924 2.1417 -0.37
C -0.2641 -0.4048 -1.8432 1.5285 -1.5068 0.2177 -0.32
C -0.2474 0.7198 -0.7789 3.0198 -1.2701 -0.4060 -0.16
C 0.8774 -0.7343 0.7159 1.6482 -0.7200 -0.4778 -0.63
C -0.1103 -0.8155 -0.3934 -1.2997 -0.1714 -0.4950 -0.02
C -0.6880 1.1191 0.5952 -0.6446 1.5265 1.2316 -0.51
H -1.7882 0.9492 0.8398 1.3987 -0.2026 -0.2320 0.24
H 0.8738 1.0107 -0.8288 -1.9111 0.1288 0.0414 0.11
H -0.4668 2.1845 0.7928 -0.5042 -0.2421 -0.2920 0.31
H 0.1391 0.3124 2.5221 0.5034 0.0215 -3.0236 0.24
H 0.8433 -1.6041 1.3774 0.3173 -0.1700 -0.2576 0.33
H 1.9454 -0.6013 0.2802 -1.4323 -0.0758 0.9731 0.17
H 0.7181 -0.5194 -2.4925 -2.2262 0.8842 1.2911 0.21
H -1.0728 -1.1487 0.0871 0.6954 0.3111 -0.9377 0.14
H -1.1264 -0.8821 -2.3289 0.1800 0.6946 0.2251 0.27
```
Positions in Å, forces in eV/Å.

## Properties
HOMO level = -8.4 eV
ΔE to the lowest compared entry with this formula, charge and spin = 97.7 kcal/mol
SMILES = C1NC[C@@H]2C[C@@H]12
charge = 0
Kohn-Sham gap = 9.586 eV